ORCA calculation (ωB97M-V with the def2-TZVPD basis set) on a cluster of 3 separate species, C34H70BF4N4O4S in total.

Geometry as XYZ:
```
118
Properties=species:S:1:pos:R:3:forces:R:3:mulliken_charge:R:1
C 2.86706 -1.76958 -0.15982 -0.64 0.15 0.49 -0.5730
C 2.45697 -3.22139 -0.71802 0.40 -0.01 -0.19 -0.5460
C 1.07503 -3.22798 -1.56933 1.11 -0.69 1.07 -0.4167
C -0.11201 -2.72700 -0.61360 0.25 0.25 -0.89 -0.0552
C -1.57889 -2.75829 -1.33614 0.92 0.39 0.71 -0.3249
C -2.14135 -1.25789 -1.27736 -0.79 0.11 -0.70 0.0650
C -3.74683 -1.12626 -1.29818 -0.07 0.34 0.72 -0.4149
C -4.26893 0.10802 -2.18244 -0.87 -0.43 0.26 -0.7163
C -4.23430 1.52974 -1.41595 1.64 0.01 -1.62 -0.7805
C -2.67404 2.00491 -1.35991 -0.49 0.04 0.39 0.7730
C -2.52105 3.57935 -1.11358 0.22 0.40 -0.33 -0.8930
C -0.96621 4.05005 -0.96667 -1.24 -0.09 -0.42 -0.3769
C -0.19627 3.42583 -2.22687 -0.23 -0.54 1.37 0.0575
C 1.22453 4.09786 -2.55512 -1.29 -0.17 -1.16 -1.1871
N 2.20756 2.94744 -2.68942 1.68 0.39 0.74 0.1432
C 3.30759 2.76458 -1.80442 -1.14 -2.03 -2.87 0.3200
C 3.74180 3.67439 -0.57458 0.25 0.07 -1.07 -0.4273
B 4.81785 2.92200 0.42096 1.05 -0.99 1.80 0.2674
O 4.55820 2.85046 1.84300 -0.17 -0.77 -2.78 -0.4291
O 6.06814 2.34699 -0.06146 -2.99 0.12 -0.14 -0.5659
N 3.95194 1.53995 -2.27638 -3.39 1.31 -1.81 0.2600
C 3.23528 0.98898 -3.42726 -2.42 2.57 -0.62 0.1056
C 3.53451 -0.34059 -4.24941 0.02 -0.31 1.21 -0.2377
C 4.94121 -1.04879 -3.90719 -0.65 -0.35 -1.23 -0.4070
C 5.49737 -1.63970 -5.31781 0.14 0.15 1.17 -0.4952
F 5.78219 -0.60035 -6.27457 -0.72 -1.33 1.51 -0.3005
C 2.05195 1.95642 -3.73976 5.65 -2.15 3.17 -0.6114
S 0.83375 1.79072 -5.10895 -5.97 0.83 1.21 1.2034
O 0.09084 3.07446 -5.41924 3.32 -3.31 1.11 -0.6122
O -0.09292 0.65421 -4.76151 3.55 2.55 -1.07 -0.5127
C 1.79338 1.39940 -6.70002 0.89 0.61 -3.81 0.6237
F 1.16726 2.14116 -7.74472 1.55 -2.04 3.01 -0.1906
F 3.11988 1.89323 -6.62372 -3.15 -1.74 0.00 -0.1848
F 1.70428 0.04967 -7.07680 0.68 3.41 1.41 -0.1679
H 2.58256 -1.66978 0.95420 0.44 -0.09 -1.74 0.3146
H 2.28027 -0.95360 -0.71626 0.87 -1.06 0.67 -0.0660
H 3.98268 -1.54126 -0.24208 -1.40 -0.46 0.04 0.2313
H 2.35584 -3.96235 0.15594 0.14 1.15 -1.29 0.3356
H 3.34431 -3.59506 -1.35263 -1.49 0.40 0.78 0.3195
H 1.24346 -2.58948 -2.50183 -0.58 -0.62 1.22 0.0155
H 0.94648 -4.32132 -1.92190 -0.11 1.76 0.53 0.3124
H -0.09796 -3.31061 0.37348 -0.06 0.64 -1.51 0.0272
H 0.14048 -1.63310 -0.33244 -0.50 -1.72 -0.44 0.0068
H -1.47762 -3.12856 -2.42759 -0.18 0.71 1.75 0.3835
H -2.23637 -3.51379 -0.78766 0.70 1.15 -0.68 0.1156
H -1.78237 -0.68293 -0.34006 -0.27 -1.13 -1.60 0.1022
H -1.76216 -0.72814 -2.23621 -0.32 -0.66 1.68 -0.1917
H -4.22320 -2.12697 -1.60171 0.66 1.56 0.23 0.2612
H -4.08410 -0.91052 -0.21026 0.40 -0.56 -1.67 0.1988
H -5.37038 -0.05941 -2.48211 1.67 0.04 0.46 0.3377
H -3.66270 0.11431 -3.16677 -0.92 0.34 1.52 0.2782
H -4.73610 2.28032 -2.14143 0.51 -1.09 1.46 0.3381
H -4.72974 1.51820 -0.38974 0.59 -0.05 -1.47 0.3144
H -2.09120 1.46375 -0.52417 -0.94 0.69 -1.23 -0.3052
H -2.23303 1.65148 -2.37027 -0.52 0.84 1.65 -0.1253
H -2.93990 4.16005 -2.01482 0.48 -0.93 1.23 0.3769
H -3.14382 3.92141 -0.20231 1.09 -0.66 -1.33 0.3620
H -0.93688 5.20178 -0.99072 0.04 -1.73 0.06 0.3810
H -0.59608 3.68692 0.04985 -0.10 0.46 -1.45 -0.1606
H -0.00295 2.31375 -1.96531 -0.30 1.72 -0.49 0.1192
H -0.93375 3.41017 -3.10033 1.40 0.33 0.99 0.4823
H 1.12860 4.57203 -3.60620 0.47 -0.62 1.79 0.2349
H 1.57696 4.87529 -1.80180 -0.37 -1.33 -0.98 0.5055
H 2.83672 4.06067 0.00082 1.12 -0.74 -0.85 0.1677
H 4.29914 4.60379 -0.98859 -0.93 -1.40 0.41 0.3504
H 3.99017 2.07905 2.06701 0.32 0.88 0.17 0.3026
H 6.08182 1.38290 0.12973 0.47 0.99 0.48 0.3193
H 4.78521 1.09322 -1.86477 -0.69 0.63 -0.31 0.3569
H 2.69295 -1.08649 -3.97204 1.20 1.30 -0.39 0.1387
H 3.47824 -0.21369 -5.38077 0.04 0.44 1.68 0.3051
H 5.68541 -0.35344 -3.39519 -0.87 -0.97 -0.83 0.3314
H 4.70637 -1.96229 -3.25462 0.64 1.37 -0.77 0.1208
H 6.48006 -2.17361 -5.10012 -1.40 0.55 -0.59 0.3669
H 4.67781 -2.33938 -5.72868 1.49 1.11 0.36 0.2997
C 2.95200 4.73722 5.16064 -0.03 0.02 0.10 -1.5822
C 1.89453 4.24255 4.18151 0.05 0.00 0.17 0.0444
N 1.46535 2.87085 4.43049 0.06 -0.39 -0.37 0.2257
C 0.70357 2.29144 3.32850 0.12 0.02 0.06 -0.3651
C -0.64401 2.92426 2.98619 -0.21 -0.06 -0.16 -0.5581
C 0.94885 2.58711 5.76669 0.23 0.05 0.32 -0.7135
C -0.23588 3.41456 6.26152 -0.20 -0.01 0.13 -0.9423
H 3.80456 4.05465 5.19926 -0.10 -0.01 0.00 0.3194
H 3.32214 5.71633 4.84372 -0.08 -0.08 0.03 0.4546
H 2.55065 4.85168 6.17076 0.06 -0.02 -0.07 0.3385
H 2.33693 4.29707 3.17974 -0.16 -0.21 -0.03 0.0883
H 1.04735 4.93946 4.18679 -0.03 0.15 -0.02 0.2848
H 0.55316 1.22250 3.51557 0.03 0.09 0.18 0.3922
H 1.33194 2.33031 2.42871 0.11 0.14 0.01 -0.0670
H -1.40636 2.68049 3.72620 0.05 0.09 -0.02 0.2796
H -0.99690 2.53312 2.02618 -0.01 -0.01 0.05 -0.0441
H -0.58140 4.01060 2.89014 0.01 -0.05 0.05 0.2550
H 1.76873 2.71119 6.48256 0.01 0.07 -0.15 0.4024
H 0.69109 1.52430 5.83950 0.05 0.09 -0.27 0.3366
H -0.09902 4.48487 6.09236 0.01 -0.05 -0.02 0.2523
H -0.35549 3.27186 7.33955 0.03 0.01 -0.09 0.3797
H -1.17171 3.10503 5.79563 0.02 0.12 -0.01 0.2580
C -1.60158 -5.03636 2.34762 0.03 -0.01 -0.14 -1.2125
C -2.81269 -5.58239 3.09290 -0.01 0.14 -0.07 -0.4689
N -3.94717 -4.66678 3.10759 -0.19 0.23 0.24 0.1467
C -4.98174 -5.03782 4.07056 0.11 0.02 0.20 -0.6801
C -5.71747 -6.35702 3.84560 -0.23 -0.11 0.05 -0.9662
C -4.43360 -4.22016 1.80608 0.27 0.11 -0.11 -0.5105
C -4.86502 -5.28820 0.80248 -0.16 -0.02 -0.22 -1.1046
H -1.31467 -4.05208 2.72734 -0.10 -0.02 -0.02 0.3270
H -0.74841 -5.70772 2.48206 -0.10 0.02 -0.02 0.4601
H -1.78727 -4.95549 1.27279 0.02 0.03 0.05 0.1150
H -2.49585 -5.76780 4.12503 -0.28 0.05 0.00 0.4809
H -3.08373 -6.55769 2.67016 0.09 -0.14 -0.03 0.2710
H -5.71862 -4.23023 4.13901 0.12 0.02 -0.19 0.3494
H -4.51867 -5.07535 5.06352 0.14 0.00 -0.12 0.4153
H -6.42074 -6.29228 3.01476 0.07 -0.07 0.00 0.2179
H -6.30162 -6.60666 4.73654 0.06 0.02 -0.06 0.3966
H -5.03374 -7.18904 3.66368 -0.02 0.06 -0.02 0.2759
H -3.64811 -3.61539 1.33741 0.06 -0.07 0.08 0.2042
H -5.26150 -3.51615 1.94881 0.07 -0.15 0.24 0.3108
H -4.13699 -6.09767 0.71336 -0.02 0.03 0.05 0.2366
H -4.96776 -4.83680 -0.18951 0.01 -0.01 0.05 0.3947
H -5.83412 -5.71771 1.05651 0.10 -0.08 -0.01 0.3442
```
Positions in Å, forces in eV/Å.

Net charge: +1
Spin multiplicity: 1
HOMO level, eV: -9.49

---

ORCA calculation (ωB97M-V with the def2-TZVPD basis set) on an isolated molecule of C11H10ClPS.

Geometry as XYZ:
```
24
Properties=species:S:1:pos:R:3:forces:R:3:mulliken_spin:R:1
C -3.24961 -0.13163 2.85607 -0.76 0.78 2.01 -0.0010
C -3.05593 -1.45350 2.42579 -0.88 -0.38 0.81 0.0018
C -2.56490 0.99478 2.39157 -0.67 -0.83 0.56 0.0013
C -2.19518 -1.65286 1.38275 1.37 -1.92 -1.60 -0.0003
C -1.66068 0.68793 1.41309 1.59 2.52 -1.73 0.0061
C -1.39531 -0.57177 0.90043 0.08 -0.76 -1.08 -0.0173
C 2.76817 1.37194 -3.06016 -4.53 -1.01 2.43 0.0186
C 1.67058 0.96199 -2.13944 -1.75 3.02 -6.33 0.4841
C 3.97857 0.96725 -2.69187 3.47 -0.36 0.70 0.4140
C 2.14967 0.24145 -1.07718 2.89 -1.95 5.01 0.5681
C -0.26095 -0.68766 -0.21468 -1.11 0.59 2.44 0.0321
P 4.07732 0.18382 -1.09261 -1.89 1.04 0.56 0.0751
S 1.37321 -0.08934 0.51039 -0.38 0.20 -3.01 0.2711
Cl 4.36874 -1.75905 -1.62422 0.32 -1.52 -0.38 0.0897
H -3.90035 0.14200 3.68589 -0.25 -0.79 -0.02 0.0000
H -3.50960 -2.41915 2.87327 0.30 2.23 -0.58 0.0001
H -2.70662 2.04027 2.82613 0.10 -1.75 -0.83 0.0000
H -2.21301 -2.76934 0.98636 0.77 2.60 0.51 -0.0003
H -1.16724 1.59067 0.94015 -0.04 -1.31 0.51 0.0081
H 2.70429 1.86256 -3.96927 -1.01 1.05 -1.56 0.0109
H 0.52307 1.10949 -2.48508 2.94 -0.28 1.09 0.0302
H 4.87547 1.20682 -3.30881 -0.75 -0.35 0.64 0.0107
H -0.11102 -1.72448 -0.41990 0.10 -0.60 -0.48 -0.0017
H -0.49869 -0.10219 -1.10868 0.09 -0.21 0.32 -0.0018
```
Positions in Å, forces in eV/Å.

Net charge: 0
Spin multiplicity: 3
HOMO level (spin up / spin down), eV: -6.06 / -9.03

---

ORCA calculation (ωB97M-V with the def2-TZVPD basis set) on a cluster of 2 separate species, C8H11O3S in total.

Geometry as XYZ:
```
23
Properties=species:S:1:pos:R:3:forces:R:3:mulliken_charge:R:1
C -0.62963 -1.21058 -0.53362 -1.18 -0.83 -3.10 0.3741
C 0.41169 -2.07713 -0.08821 1.07 -1.87 3.09 -0.1919
C -1.30362 -0.35006 0.22041 -1.66 -0.77 -0.34 -1.0386
C 0.97012 1.60063 0.46774 0.14 1.00 1.07 0.4252
C 0.75734 -2.13248 1.24614 2.85 -3.67 -4.32 -0.9018
C 2.16881 1.10741 0.58080 0.87 0.24 -0.09 -0.1946
C -0.17004 2.21699 0.58999 1.89 2.77 -1.64 -1.1529
C 2.78642 0.26117 -0.54474 0.77 2.87 2.35 -0.9276
O -3.99891 -0.79831 0.19920 1.26 0.20 -1.16 -0.6670
O -3.38592 0.47524 -1.93141 0.67 -1.01 1.24 -0.5144
O -3.10598 1.44801 0.29981 -0.30 0.78 -0.72 -0.7528
S -2.98097 0.12989 -0.30606 -0.19 -0.59 2.08 1.1605
H -0.89445 -1.56161 -1.57901 -0.31 0.88 0.81 0.2460
H 0.70047 -2.96107 -0.74509 0.00 1.56 0.65 0.2574
H 0.36550 -1.45408 1.89495 -0.76 1.64 2.03 0.4360
H 1.56687 -2.94659 1.46570 -1.69 1.73 0.28 0.1809
H 2.81357 1.41809 1.43946 -0.73 -0.48 -0.55 0.3306
H -0.36338 3.26983 0.22940 0.63 -1.15 0.24 0.1747
H -1.00687 1.73510 0.88584 -2.38 -1.43 1.21 0.6193
H -3.40664 1.40633 -1.72481 -0.23 1.11 -0.66 0.3132
H 3.19504 -0.57033 -0.04146 0.51 -1.37 -0.04 0.2693
H 3.59663 0.91761 -0.93880 -0.63 -0.84 -0.55 0.3539
H 1.91395 0.07595 -1.08621 -0.59 -0.79 -1.88 0.2007
```
Positions in Å, forces in eV/Å.

Net charge: -1
Spin multiplicity: 1
Relative energy (zero: lowest compared OMol25 entry of this formula, charge and spin), eV: 1.081
HOMO level, eV: -4.23